Computed, not measured: one molecule with the formula C3H5NS in a non-equilibrium geometry, with ωB97M-V/def2-TZVPD.

Geometry as XYZ:
```
10
Properties=species:S:1:pos:R:3:forces:R:3
C -1.221456 0.472492 -0.855288 0.2525 -0.2058 1.0829
C 0.391590 -0.853776 0.361398 0.3496 -4.9572 2.4776
C 1.056057 0.400153 0.374278 0.6684 1.6523 -2.6388
H -1.218627 1.541766 -1.096812 -0.3439 -0.3920 -0.2906
H -0.418172 -1.040206 1.072767 0.1117 0.3490 0.1072
H 1.017573 -1.845006 0.379062 -1.1521 1.8525 -1.1793
H 0.805462 1.196190 0.977298 -1.2282 1.3375 1.6390
H 2.029433 0.646046 -0.036786 0.1631 -0.9212 -0.1715
N 0.025189 -0.022514 -0.681640 2.2112 0.9450 -0.5844
S -2.467048 -0.495144 -0.494277 -1.0323 0.3399 -0.4420
```
Forces are in eV/Å.

Summary:
LUMO energy (eV): 0.30
HOMO energy (eV): -8.66
Spin multiplicity: 1